DFT (ωB97M-V with the def2-TZVPD basis set) results for 11 unconnected molecules or ions with the total composition C15H52O11 in a non-equilibrium geometry.

Summary:
Strongest force on any atom ... 2.02 eV/Å
Highest occupied orbital energy ... -9.65 eV
Frontier orbital gap ... 9.985 eV
Charge ... 0
Calculated total energy ... -38915.9950 eV
Energy above the lowest of the compared OMol25 structures with the same formula, charge and spin ... 504.3 kJ/mol
SMILES string ... CCO.CCO.CCO.CCO.CO.CO.CO.CO.CO.CO.CO

Structure (XYZ):
```
78
C15H52O11 (ωB97M-V with the def2-TZVPD basis set)
C -3.149 0.874 0.955
O -4.411 0.452 0.501
H -2.425 0.087 1.163
H -2.714 1.628 0.287
H -3.310 1.511 1.834
H -4.299 0.178 -0.426
C 0.640 2.302 3.938
O 1.479 2.167 2.786
H -0.114 3.074 3.780
H 0.123 1.362 4.119
H 1.316 2.494 4.773
H 2.034 2.956 2.692
C -0.776 -2.218 3.234
O -1.815 -2.558 2.340
H 0.034 -1.639 2.779
H -1.157 -1.626 4.072
H -0.344 -3.141 3.636
H -2.691 -2.314 2.637
C 3.235 -3.662 0.278
O 4.175 -2.599 0.144
H 3.713 -4.638 0.192
H 2.714 -3.577 1.227
H 2.480 -3.595 -0.511
H 4.465 -2.570 -0.771
C -2.534 0.779 -2.882
O -3.270 -0.064 -2.001
H -2.538 0.384 -3.897
H -3.044 1.743 -2.885
H -1.553 0.990 -2.451
H -2.716 -0.791 -1.688
C 3.513 -0.464 2.702
O 4.402 -1.573 2.862
H 3.423 0.000 3.679
H 3.856 0.187 1.900
H 2.518 -0.850 2.442
H 4.610 -1.905 1.980
C -2.520 -4.699 0.135
O -3.232 -5.920 -0.110
H -1.505 -4.908 0.453
H -2.470 -4.092 -0.777
H -3.167 -4.155 0.828
H -4.073 -5.729 -0.527
C 3.001 3.530 -0.318
C 3.062 4.602 0.738
O 3.494 4.092 2.001
H 3.991 3.221 -0.671
H 2.392 3.837 -1.162
H 2.648 2.607 0.152
H 2.022 4.936 0.851
H 3.651 5.449 0.377
H 3.408 4.837 2.607
C 0.399 0.375 0.088
C 0.277 -1.053 -0.465
O -1.053 -1.537 -0.317
H -0.065 0.418 1.073
H -0.146 1.060 -0.561
H 1.457 0.608 0.201
H 0.993 -1.665 0.092
H 0.630 -1.020 -1.498
H -1.041 -2.039 0.510
C -1.761 4.129 -0.691
C -2.219 5.483 -1.225
O -2.025 5.412 -2.666
H -1.820 4.047 0.402
H -0.766 3.784 -0.973
H -2.439 3.364 -1.073
H -1.652 6.330 -0.832
H -3.286 5.701 -1.194
H -1.265 5.913 -2.968
C 0.287 -2.896 -4.891
C -0.192 -3.372 -3.493
O -1.142 -4.438 -3.613
H 0.022 -1.838 -4.941
H -0.254 -3.332 -5.732
H 1.344 -3.110 -5.037
H -0.704 -2.552 -2.993
H 0.658 -3.734 -2.903
H -0.813 -5.028 -4.296
```



DFT (ωB97M-V with the def2-TZVPD basis set) results for 12 unconnected molecules or ions with the total composition C15H54N12O12 in a non-equilibrium geometry.

Summary:
Strongest force on any atom ... 5.87 eV/Å
Highest occupied orbital energy ... -8.59 eV
Frontier orbital gap ... 8.362 eV
Charge ... 0
Calculated total energy ... -58884.4247 eV
Energy above the lowest of the compared OMol25 structures with the same formula, charge and spin ... 0.0 kJ/mol
SMILES string ... NC(N)=O.NC(N)=O.NC(N)=O.NC(N)=O.NC(N)=O.NC(N)=O.CCO.CCO.CCO.CO.CO.CO

Structure (XYZ):
```
93
C15H54N12O12 (ωB97M-V with the def2-TZVPD basis set)
C -1.072 -4.473 -1.715
O -0.959 -3.504 -0.731
H -2.108 -4.420 -2.051
H -0.388 -4.198 -2.518
H -0.791 -5.421 -1.256
H -1.252 -3.826 0.125
C 2.171 -2.834 2.889
O 1.828 -4.170 3.338
H 2.834 -2.453 3.666
H 2.794 -3.041 2.020
H 1.302 -2.254 2.575
H 0.933 -4.336 3.035
C 3.689 0.378 -1.933
O 3.936 -0.007 -0.629
H 2.633 0.559 -2.130
H 4.122 1.336 -2.223
H 4.142 -0.346 -2.610
H 3.064 -0.319 -0.379
C -2.739 2.078 -1.551
O -2.059 1.131 -1.812
N -2.637 3.258 -2.023
N -3.681 2.090 -0.589
H -3.240 3.973 -1.642
H -1.868 3.508 -2.628
H -3.908 1.194 -0.181
H -4.249 2.867 -0.283
C 4.829 3.224 0.189
O 5.737 2.884 -0.591
N 4.749 4.462 0.734
N 3.715 2.516 0.436
H 3.820 4.669 1.072
H 5.397 5.155 0.388
H 2.910 2.974 0.837
H 3.745 1.556 0.121
C 3.022 -4.435 -0.615
O 4.022 -4.997 -0.975
N 2.126 -5.060 0.121
N 2.735 -3.138 -0.850
H 1.354 -4.588 0.569
H 2.321 -5.992 0.460
H 1.980 -2.687 -0.354
H 3.371 -2.671 -1.481
C 0.554 -0.282 -0.142
O 1.478 -0.881 0.260
N 0.202 0.986 0.129
N -0.289 -0.847 -1.015
H -0.592 1.439 -0.300
H 0.680 1.563 0.806
H -0.982 -0.169 -1.298
H -0.471 -1.838 -0.944
C 0.439 2.003 -4.280
O -0.053 3.026 -3.925
N 0.121 0.860 -3.760
N 1.518 2.027 -5.020
H -0.594 0.845 -3.046
H 0.608 0.001 -3.973
H 1.959 2.901 -5.267
H 2.019 1.180 -5.248
C -0.007 3.968 1.718
O 1.151 3.610 1.523
N -0.551 3.990 2.906
N -0.708 4.579 0.806
H 0.028 3.710 3.685
H -1.524 4.190 3.090
H -0.416 4.551 -0.161
H -1.600 4.970 1.072
C -3.612 -2.662 1.974
C -3.418 -1.346 1.239
O -3.549 -0.212 2.168
H -4.608 -2.881 2.357
H -2.883 -2.794 2.774
H -3.349 -3.430 1.246
H -4.245 -1.328 0.529
H -2.487 -1.264 0.677
H -2.881 -0.455 2.814
C 2.012 1.116 3.877
C 1.433 1.543 5.176
O 0.003 1.886 5.127
H 2.053 1.919 3.141
H 1.434 0.314 3.417
H 2.993 0.714 4.128
H 1.990 2.320 5.701
H 1.526 0.694 5.852
H -0.010 2.831 5.297
C -4.991 -2.360 -2.964
C -4.364 -1.131 -2.440
O -5.291 -0.505 -1.594
H -5.971 -2.129 -3.383
H -5.221 -3.218 -2.332
H -4.372 -2.684 -3.800
H -4.146 -0.378 -3.197
H -3.399 -1.400 -2.010
H -5.948 -0.177 -2.211
```